Entry from OMol25: a structure of composition C27H49BeNO6S2 at a distorted geometry (wB97M-V/def2-TZVPD).

Values from the calculation:
HOMO-LUMO gap = 1.60 eV
2S+1 = 1
Energy = -2374.0468 Ha
E_LUMO = -10.52 eV
Charge = +2

Positions of all 86 atoms, in Å:
C (-0.752, 2.024, -2.404)
C (-0.176, 0.705, -2.026)
C (-0.071, 0.136, -0.456)
C (-0.841, -1.327, -0.476)
C (0.249, -2.481, -1.002)
C (-0.386, -3.930, -0.476)
C (0.572, -4.645, 0.694)
S (1.043, -3.474, 2.077)
C (2.819, -3.739, 2.651)
S (3.917, -4.422, 1.522)
N (3.175, -3.305, 4.061)
C (4.649, -2.996, 4.220)
C (5.477, -4.341, 4.664)
O (5.088, -4.913, 5.963)
C (3.747, -4.465, 6.387)
C (2.694, -4.282, 5.112)
O (-1.878, -1.244, -1.512)
C (-3.234, -1.147, -0.956)
C (-4.204, -0.609, -2.208)
C (-4.184, -1.592, -3.519)
C (-4.065, -0.720, -4.940)
C (-2.855, -1.306, -5.898)
O (-1.516, -0.769, -5.567)
C (-1.127, 0.330, -6.465)
O (-1.551, 1.569, -6.117)
C (-3.421, -0.046, 0.247)
O (-3.080, 1.338, -0.118)
C (-3.257, 2.104, 1.153)
O (-1.964, 2.652, 1.670)
C (-1.631, 3.843, 0.874)
C (-0.172, 4.516, 1.200)
C (0.678, 3.786, 2.399)
C (0.734, 4.438, -0.164)
C (1.703, 5.792, -0.326)
C (1.950, 5.930, -1.970)
C (3.176, 5.616, 0.373)
H (-0.092, 2.825, -2.978)
H (-1.892, 2.331, -2.227)
H (0.213, -0.059, -2.855)
H (-0.541, 0.902, 0.302)
H (1.100, 0.045, -0.256)
H (-1.202, -1.698, 0.572)
H (0.282, -2.442, -2.171)
H (1.333, -2.305, -0.596)
H (-1.446, -3.799, 0.042)
H (-0.551, -4.681, -1.389)
H (-0.113, -5.502, 1.162)
H (1.474, -5.207, 0.188)
H (4.726, -2.188, 5.094)
H (5.134, -2.470, 3.274)
H (5.409, -5.230, 3.876)
H (6.631, -4.053, 4.727)
H (3.302, -5.173, 7.238)
H (3.903, -3.414, 6.912)
H (1.719, -3.798, 5.593)
H (2.344, -5.307, 4.657)
H (-3.616, -2.233, -0.687)
H (-5.267, -0.365, -1.786)
H (-3.725, 0.429, -2.544)
H (-5.156, -2.260, -3.638)
H (-3.232, -2.273, -3.492)
H (-3.844, 0.424, -4.727)
H (-5.054, -0.784, -5.589)
H (-2.816, -2.488, -5.742)
H (-3.018, -1.133, -7.044)
H (-0.481, 0.187, -7.454)
H (-4.585, -0.040, 0.512)
H (-2.893, -0.421, 1.250)
H (-4.039, 2.959, 0.896)
H (-3.764, 1.445, 1.989)
H (-2.451, 4.669, 1.051)
H (-1.695, 3.545, -0.260)
H (-0.342, 5.631, 1.532)
H (1.546, 4.548, 2.697)
H (1.229, 2.804, 2.043)
H (0.010, 3.615, 3.354)
H (0.111, 4.376, -1.155)
H (1.440, 3.497, -0.111)
H (1.101, 6.737, 0.028)
H (2.436, 6.965, -2.219)
H (0.970, 5.779, -2.592)
H (2.685, 5.057, -2.282)
H (4.001, 5.564, -0.486)
H (3.197, 4.658, 1.046)
H (3.372, 6.596, 1.003)
Be (0.846, -5.292, 4.577)